(1)
Molecular formula: C3H5NO2
Method: DFT, ωB97M-V with the def2-TZVPD basis set

LUMO = 0.835 eV
Structure (SMILES) = O=CN[C@H]1CO1
Energy above the lowest of the compared OMol25 structures with the same formula, charge and spin = 1.766 eV
Multiplicity = 1
Net charge = 0

Each line ends with the Löwdin charge.
Element x y z (Å)
O: 0.91 -1.19 -1.29  0.02
C: 1.42 -0.21 -0.79  -0.34
N: 0.77 0.70 0.00  0.08
C: -0.64 0.61 0.20  -0.33
C: -1.18 -0.69 0.54  -0.10
O: -1.13 0.36 1.49  -0.01
H: 2.48 0.04 -0.94  0.13
H: 1.26 1.53 0.29  0.14
H: -1.24 1.33 -0.37  0.16
H: -0.49 -1.51 0.72  0.11
H: -2.16 -0.98 0.15  0.12

---

(2)
Molecular formula: C3H5NO2
Method: DFT, ωB97M-V with the def2-TZVPD basis set

LUMO = 0.564 eV
Structure (SMILES) = [H]/N=C/C(=C)OO
Energy above the lowest of the compared OMol25 structures with the same formula, charge and spin = 5.134 eV
Multiplicity = 1
Net charge = 0

Each line ends with the Löwdin charge.
Element x y z (Å)
H: 0.62 2.75 0.70  0.06
N: 0.14 1.86 0.85  0.13
C: 0.43 0.94 0.06  -0.22
C: -0.34 -0.28 -0.12  -0.35
C: -1.60 -0.42 0.34  0.10
O: 0.26 -1.39 -0.66  -0.07
O: 1.69 -1.27 -0.72  -0.02
H: 1.02 0.98 -0.89  0.13
H: -2.11 0.43 0.75  0.06
H: -2.08 -1.38 0.38  0.07
H: 1.96 -2.21 -0.69  0.12

---

(3)
Molecular formula: C3H5NO2
Method: DFT, ωB97M-V with the def2-TZVPD basis set

LUMO = 0.876 eV
Structure (SMILES) = C=NOC(C)=O
Energy above the lowest of the compared OMol25 structures with the same formula, charge and spin = 2.936 eV
Multiplicity = 1
Net charge = 0

Each line ends with the Löwdin charge.
Element x y z (Å)
C: 1.03 0.98 2.13  0.00
N: 0.55 -0.11 1.58  0.04
O: 0.25 0.24 0.21  -0.09
C: -0.58 -0.69 -0.36  -0.59
C: -0.63 -0.47 -1.86  -0.01
O: -1.15 -1.51 0.26  0.12
H: 1.39 0.77 3.17  0.09
H: 1.18 1.96 1.55  0.11
H: -1.62 0.18 -2.09  0.13
H: 0.24 0.16 -2.18  0.08
H: -0.65 -1.53 -2.41  0.12

---

(4)
Molecular formula: C3H5NO2
Method: DFT, ωB97M-V with the def2-TZVPD basis set

LUMO = -0.007 eV
Energy above the lowest of the compared OMol25 structures with the same formula, charge and spin = 4.165 eV
Multiplicity = 1
Net charge = 0

Each line ends with the Löwdin charge.
Element x y z (Å)
O: 0.36 1.41 -0.69  0.00
C: 0.03 0.40 0.23  -0.37
C: -1.34 -0.16 -0.12  -0.02
N: 1.26 -1.92 0.24  0.30
C: 1.06 -0.68 0.17  -0.49
O: 2.37 -0.62 0.07  0.04
H: 1.27 1.69 -0.53  0.11
H: 0.04 0.77 1.26  0.16
H: -2.13 0.52 0.22  0.09
H: -1.42 -0.28 -1.20  0.10
H: -1.49 -1.14 0.35  0.09

---

(5)
Molecular formula: C3H5NO2
Method: DFT, ωB97M-V with the def2-TZVPD basis set

LUMO = 0.734 eV
Structure (SMILES) = N[C@H]1COC1=O
Energy above the lowest of the compared OMol25 structures with the same formula, charge and spin = 3.430 eV
Multiplicity = 1
Net charge = 0

Each line ends with the Löwdin charge.
Element x y z (Å)
N: 1.54 -0.41 0.07  0.05
C: 0.23 -0.16 -0.42  -0.21
C: -1.34 -0.68 0.45  -0.03
O: -1.69 0.68 0.33  0.01
C: -0.49 1.14 -0.15  -0.49
O: -0.18 2.28 -0.28  0.15
H: 1.69 0.01 0.97  0.09
H: 2.29 -0.12 -0.56  0.09
H: 0.23 -0.38 -1.52  0.16
H: -1.12 -1.35 -0.36  0.07
H: -1.16 -1.01 1.47  0.10

---

(6)
Molecular formula: C3H5NO2
Method: DFT, ωB97M-V with the def2-TZVPD basis set

LUMO = 0.937 eV
Structure (SMILES) = C1=NOCOC1
Energy above the lowest of the compared OMol25 structures with the same formula, charge and spin = 4.498 eV
Multiplicity = 1
Net charge = 0

Each line ends with the Löwdin charge.
Element x y z (Å)
C: -1.14 0.12 -0.74  -0.09
N: -1.32 -0.93 -0.09  0.05
O: -0.33 -1.35 0.78  -0.07
C: 0.76 -0.70 0.96  -0.34
O: 1.13 -0.01 -0.16  -0.08
C: 0.28 0.94 -0.66  -0.15
H: -2.04 0.24 -1.56  0.16
H: 1.54 -1.34 1.24  0.13
H: 0.53 0.01 1.88  0.17
H: 0.07 1.76 0.02  0.11
H: 0.51 1.25 -1.68  0.12

---

(7)
Molecular formula: C3H5NO2
Method: DFT, ωB97M-V with the def2-TZVPD basis set

LUMO = 0.840 eV
Structure (SMILES) = CC#N.O=CO
Energy above the lowest of the compared OMol25 structures with the same formula, charge and spin = 0.887 eV
Multiplicity = 1
Net charge = 0

Each line ends with the Löwdin charge.
Element x y z (Å)
C: -1.49 -0.49 0.94  -0.05
C: -0.92 0.52 0.07  -0.24
N: -0.68 1.44 -0.60  0.16
H: -0.92 -0.58 1.86  0.09
H: -1.53 -1.46 0.45  0.09
H: -2.50 -0.12 1.15  0.09
O: 1.04 -0.78 -0.01  0.00
C: 1.86 -0.22 -0.71  -0.37
O: 1.72 0.92 -1.36  0.06
H: 2.85 -0.67 -0.86  0.14
H: 0.80 1.29 -1.18  0.03

---

(8)
Molecular formula: C3H5NO2
Method: DFT, ωB97M-V with the def2-TZVPD basis set

LUMO = 0.686 eV
Structure (SMILES) = CC(=O)NC=O
Energy above the lowest of the compared OMol25 structures with the same formula, charge and spin = 0.024 eV
Multiplicity = 1
Net charge = 0

Each line ends with the Löwdin charge.
Element x y z (Å)
C: -1.72 0.08 -0.13  0.00
C: -0.32 0.60 0.12  -0.50
O: -0.06 1.75 0.41  0.08
N: 0.68 -0.38 -0.02  0.11
C: 2.05 -0.22 0.13  -0.29
O: 2.80 -1.15 -0.04  0.05
H: -1.81 -0.31 -1.15  0.09
H: -2.43 0.89 0.01  0.09
H: -1.96 -0.74 0.56  0.09
H: 0.40 -1.32 -0.26  0.15
H: 2.37 0.80 0.39  0.14

---

(9)
Molecular formula: C3H5NO2
Method: DFT, ωB97M-V with the def2-TZVPD basis set

LUMO = -0.169 eV
Structure (SMILES) = [H]/N=C1\OCC1=O.[H][H]
Energy above the lowest of the compared OMol25 structures with the same formula, charge and spin = 3.963 eV
Multiplicity = 1
Net charge = 0

Each line ends with the Löwdin charge.
Element x y z (Å)
H: 0.71 1.80 2.06  0.08
N: 0.80 0.82 1.82  0.20
C: 0.14 0.52 0.80  -0.39
O: -0.65 1.27 -0.05  0.01
C: -0.94 0.16 -0.94  -0.06
C: -0.22 -0.76 0.05  -0.42
O: -0.29 -1.93 0.30  0.08
H: -0.56 0.36 -1.95  0.13
H: -1.99 -0.12 -0.94  0.13
H: 1.41 -1.39 -0.40  0.12
H: 1.58 -0.74 -0.74  0.12

---

(10)
Molecular formula: C3H5NO2
Method: DFT, ωB97M-V with the def2-TZVPD basis set

LUMO = 0.189 eV
Structure (SMILES) = [H]/N=C/OCC=O
Energy above the lowest of the compared OMol25 structures with the same formula, charge and spin = 3.701 eV
Multiplicity = 1
Net charge = 0

Each line ends with the Löwdin charge.
Element x y z (Å)
H: -2.09 -0.30 -0.46  0.07
N: -1.65 0.55 -0.86  0.17
C: -0.48 0.20 -1.12  -0.38
O: 0.62 0.99 -0.98  -0.06
C: 0.93 0.62 0.39  -0.10
C: 0.28 -0.74 0.79  -0.26
O: -0.85 -0.86 1.23  0.03
H: -0.12 -0.86 -1.07  0.14
H: 0.51 1.38 1.05  0.14
H: 2.02 0.56 0.45  0.13
H: 0.93 -1.62 0.72  0.13